Entry 1:
ORCA calculation (the ωB97M-V functional and the def2-TZVPD basis) on 8 unconnected molecules or ions with the total composition C4H26N2O7.

CARTESIAN COORDINATES (ANGSTROEM)
O: 3.193 0.585 -2.458
O: 0.371 -1.465 2.151
O: 3.611 -2.044 -0.785
O: -0.795 -2.687 -0.040
O: -2.942 -1.685 -1.287
O: -3.354 0.980 -0.417
O: -2.916 -1.343 2.506
N: -0.575 2.332 0.410
N: -0.805 0.567 -1.835
C: 2.513 2.629 1.424
C: 0.646 1.652 -0.063
C: 0.226 0.400 -0.835
C: 1.655 1.399 1.064
H: 3.171 -0.377 -2.527
H: 0.715 -2.358 2.285
H: -1.102 -3.404 0.519
H: -0.932 1.494 -2.205
H: -2.924 -1.564 -2.237
H: -0.583 2.460 1.419
H: -0.584 3.295 0.111
H: -2.606 1.515 -0.106
H: -1.557 -2.191 -0.410
H: -2.938 -1.157 3.447
H: 2.261 3.481 0.787
H: 1.185 0.911 1.922
H: -1.661 0.093 -1.617
H: 3.245 -1.269 -0.351
H: -4.152 1.240 0.050
H: 3.539 2.395 1.137
H: 2.276 0.867 -2.450
H: 1.087 -0.081 -1.300
H: -3.417 -1.026 -0.768
H: 2.362 0.628 0.737
H: 2.495 2.941 2.464
H: -0.019 -1.442 1.263
H: 3.281 -2.873 -0.433
H: -0.208 -0.261 -0.089
H: -2.024 -1.154 2.195
H: 1.241 2.321 -0.701

Output
LUMO energy ... 0.4 eV

Entry 2:
ORCA calculation (the ωB97M-V functional and the def2-TZVPD basis) on 13 unconnected molecules or ions with the total composition C3H28NO15.

CARTESIAN COORDINATES (ANGSTROEM)
O: 1.097 -2.559 -2.130
O: 3.835 2.039 1.573
O: 3.028 0.074 -3.364
O: 0.483 -3.758 2.848
O: -2.334 -0.012 0.317
O: 1.540 1.977 -2.060
O: -2.808 -0.627 -2.344
O: 1.797 0.875 2.885
O: -1.875 1.782 -3.188
O: -2.502 -0.685 2.937
O: -1.326 2.225 3.238
O: -0.411 -0.864 -3.667
O: -0.631 0.842 -0.849
O: 0.145 -1.161 3.693
O: -1.302 3.087 0.608
N: 0.864 -1.412 -0.178
C: -0.585 -1.522 -0.260
C: 1.594 -2.019 -1.158
C: -1.244 -0.108 -0.249
H: -1.404 2.291 0.025
H: 1.087 2.509 -2.707
H: 2.366 -0.183 -2.719
H: -0.745 -0.805 3.496
H: 0.173 -3.362 2.037
H: -1.013 -2.087 0.587
H: -0.392 2.026 3.156
H: 2.496 1.105 2.246
H: -0.363 2.956 0.863
H: 0.929 1.308 -1.669
H: 2.155 1.219 3.709
H: -2.725 0.107 3.434
H: -0.968 -2.046 -1.165
H: -1.481 2.370 2.249
H: -3.178 -0.669 -1.463
H: -0.077 -1.349 -2.896
H: 2.854 1.004 -3.234
H: -2.607 -0.390 2.002
H: 2.695 -1.988 -0.971
H: -1.319 -0.665 -3.438
H: 3.623 2.531 0.787
H: 0.636 -3.024 3.456
H: -2.671 0.288 -2.629
H: -1.205 1.403 -3.793
H: 4.426 1.363 1.223
H: 0.812 -0.495 3.538
H: -1.443 1.844 -2.302
H: 1.291 -0.818 0.555

Output
LUMO energy ... 1.8 eV
Total charge ... -1

Entry 3:
ORCA calculation (the ωB97M-V functional and the def2-TZVPD basis) on 6 unconnected molecules or ions with the total composition CH16NO5.

CARTESIAN COORDINATES (ANGSTROEM)
O: 1.769 -0.234 1.895
O: -2.059 -0.738 -1.126
O: 2.042 -1.025 -0.560
O: -2.016 -1.676 1.376
O: -0.498 1.509 2.052
N: 0.318 0.489 -2.154
C: 0.628 1.926 -1.887
H: -1.041 1.638 2.829
H: 0.045 2.358 -1.078
H: -2.598 -1.244 -1.755
H: 0.286 0.314 -3.151
H: 0.331 2.482 -2.774
H: 1.787 -0.842 0.406
H: -1.606 -2.524 1.124
H: 2.606 0.208 2.023
H: -0.622 0.286 -1.776
H: -1.475 -1.349 2.109
H: -2.432 -0.725 -0.227
H: 0.998 -0.163 -1.712
H: 1.672 2.070 -1.616
H: 1.890 -1.973 -0.686
H: -0.797 2.150 1.416
H: 0.996 0.266 2.244

Output
LUMO energy ... -2.9 eV
Total charge ... +1

Entry 4:
ORCA calculation (the ωB97M-V functional and the def2-TZVPD basis) on a molecular structure, C8H11F7LiN2NbO4S.

CARTESIAN COORDINATES (ANGSTROEM)
Nb: 0.970 -0.057 -0.324
S: -0.373 -2.174 -0.266
F: -2.029 -1.256 1.827
F: -3.336 -2.392 -1.731
F: -4.589 -1.836 0.220
F: -2.531 0.925 -0.067
F: -2.910 0.149 -2.389
F: -2.418 -3.437 0.966
F: -4.723 0.440 -0.863
O: -0.326 4.048 -0.008
O: 0.431 -3.186 0.640
O: 3.633 -3.002 -0.807
O: -0.376 -2.801 -1.686
N: 2.171 -0.986 -1.908
N: 0.054 3.109 2.262
C: -3.281 -0.009 -0.933
C: -2.070 -2.030 0.530
C: 2.788 -2.123 -1.415
C: 0.536 3.442 0.837
C: 2.188 1.854 -0.712
C: 2.067 2.984 0.467
C: 2.408 -0.732 1.317
C: -3.275 -1.574 -0.475
Li: -3.123 -3.414 -3.706
H: 3.476 -0.223 1.269
H: -0.040 0.716 0.967
H: 1.932 2.301 -1.776
H: -0.858 2.564 2.198
H: 0.741 2.401 2.613
H: 1.919 -0.437 2.363
H: 2.599 -1.889 1.360
H: -0.244 0.588 -1.553
H: 2.606 2.549 1.436
H: 3.332 1.532 -0.772
H: 2.650 3.961 0.121

Output
LUMO energy ... -2.8 eV

Entry 5:
ORCA calculation (the ωB97M-V functional and the def2-TZVPD basis) on 2 unconnected molecules or ions with the total composition C2H3N3O2.

CARTESIAN COORDINATES (ANGSTROEM)
O: -1.197 -1.421 -2.840
O: -0.153 1.308 -1.448
N: 0.152 -0.895 -0.050
N: 0.149 0.597 1.834
N: 0.047 1.497 -0.286
C: -0.088 -1.194 -2.948
C: 0.128 0.232 0.521
H: 0.409 -0.071 2.541
H: 0.219 -1.664 0.615
H: 0.305 1.573 2.038

Output
LUMO energy ... -0.8 eV

Entry 6:
ORCA calculation (the ωB97M-V functional and the def2-TZVPD basis) on C3H5F in the gas phase.

CARTESIAN COORDINATES (ANGSTROEM)
F: 1.719 0.058 -0.646
C: -0.180 1.758 0.041
C: 0.543 0.032 -0.078
C: -0.181 -1.229 -0.020
H: -1.251 -1.077 0.199
H: 0.324 2.684 0.482
H: 0.223 -1.983 0.661
H: -0.035 -1.855 -1.021
H: -1.162 1.613 0.382

Output
LUMO energy (spin up / spin down) ... 0.7 / 0.2 eV

Entry 7:
ORCA calculation (the ωB97M-V functional and the def2-TZVPD basis) on C17H16N2O5 in the gas phase.

CARTESIAN COORDINATES (ANGSTROEM)
O: -4.999 -1.371 1.249
O: -4.092 0.027 5.549
O: -0.365 -1.760 -0.732
O: 0.380 -3.619 0.340
O: -1.679 -0.088 -1.509
N: -1.664 0.096 1.734
N: -4.339 -0.400 3.261
C: -5.184 -4.408 5.379
C: -0.392 -2.681 0.353
C: -2.567 1.149 2.600
C: -1.395 -0.873 -0.625
C: -2.060 -0.968 0.803
C: -4.888 -2.593 3.337
C: -4.702 -2.175 4.647
C: -4.342 -0.737 4.628
C: -4.025 0.906 2.705
C: -4.906 -3.060 5.700
C: -5.236 -3.887 2.980
C: -0.890 2.484 1.404
C: -1.416 -2.227 1.215
C: -0.650 1.028 1.061
C: -2.245 2.549 2.084
C: -4.771 -1.435 2.454
C: -5.375 -4.810 4.030
H: -0.774 0.948 -0.018
H: -0.886 3.083 0.483
H: -4.443 1.646 3.390
H: 0.324 0.633 1.347
H: -0.081 2.800 2.066
H: -2.124 1.042 3.611
H: -5.273 -5.161 6.179
H: -5.650 -5.851 3.811
H: -1.097 -0.346 2.517
H: -5.379 -4.132 1.920
H: -3.048 2.871 1.404
H: -4.849 -2.701 6.731
H: -2.231 3.245 2.935
H: -1.622 -2.738 2.150
H: -3.153 -1.128 0.591
H: -4.515 1.002 1.734

Output
LUMO energy ... -1.1 eV

Entry 8:
ORCA calculation (the ωB97M-V functional and the def2-TZVPD basis) on C21H21N3O3 in the gas phase.

CARTESIAN COORDINATES (ANGSTROEM)
O: 2.704 -3.506 2.758
O: -6.201 3.041 -1.847
O: 3.708 0.221 -0.061
N: 2.744 -0.870 1.664
N: -3.438 1.545 -0.318
N: -4.664 1.973 -0.583
C: -5.057 2.639 -1.727
C: -3.327 3.453 -4.935
C: -4.296 3.365 -3.962
C: -2.706 2.290 -2.470
C: 1.210 1.582 -0.462
C: 0.212 -0.470 0.285
C: -1.152 1.232 -0.739
C: 3.191 -4.215 3.877
C: 3.945 -1.519 2.123
C: -5.645 1.748 0.456
C: -2.478 1.699 -1.173
C: -2.055 2.933 -4.698
C: -0.023 2.036 -0.884
C: -1.021 -0.020 -0.145
C: 5.060 -3.790 2.493
C: 1.341 0.330 0.133
C: 4.482 -4.877 3.400
C: -4.000 2.777 -2.731
C: 3.812 -3.044 1.988
C: -1.745 2.355 -3.488
C: 2.707 -0.113 0.543
H: -5.128 1.348 1.324
H: -1.898 -0.639 -0.033
H: 1.888 -1.185 2.093
H: -0.765 1.935 -3.322
H: 2.418 -4.922 4.183
H: -1.306 2.980 -5.475
H: 3.396 -3.525 4.710
H: 4.770 -1.154 1.508
H: 0.293 -1.460 0.713
H: -0.117 3.025 -1.309
H: 4.123 -1.259 3.172
H: 5.689 -3.109 3.068
H: 2.094 2.191 -0.580
H: -5.298 3.733 -4.121
H: -6.139 2.688 0.699
H: -6.401 1.043 0.107
H: 5.647 -4.195 1.673
H: 4.247 -5.771 2.822
H: 3.587 -3.283 0.941
H: -3.552 3.909 -5.887
H: 5.143 -5.145 4.219

Output
LUMO energy ... 0.2 eV

Here are the calculated max |F| numbers, same order: 1.2 1.7 1.1 10.6 1.4 7.5 4.3 1.1 (eV/A).